[1]
The following is a DFT calculation (ωB97M-V/def2-TZVPD) of 2 unconnected molecules or ions with the total composition C7H16O.

```
24
C7H16O, DFT ωB97M-V/def2-TZVPD
C -0.7924 2.7089 -1.3843
C -1.0857 1.6695 -0.3717
C -0.0225 1.4677 0.4929
C -0.1881 0.4053 1.5559
C -0.0776 -1.1285 1.0997
C 1.2314 -1.4531 0.4341
C 2.3834 -1.9385 1.2738
H -0.3408 3.7028 -1.2174
H -1.6838 2.8224 -1.9333
H -0.1214 2.3792 -2.0657
H -2.0405 1.1534 -0.3547
H 1.0110 1.9021 0.3786
H -1.0774 0.5514 2.1486
H 0.6756 0.5501 2.2310
H -0.3353 -1.7133 1.9488
H -0.9355 -1.3972 0.6162
H 1.6450 -0.5492 -0.0965
H 0.9852 -2.0707 -0.5387
H 2.5945 -2.9732 1.2334
H 3.2356 -1.3104 1.1871
H 1.9833 -2.0004 2.2843
O -2.2624 -0.5783 -3.1177
H -2.9543 -0.8572 -2.4678
H -1.8274 -1.3428 -3.3366
```

Summary:
- Energy above the lowest of the compared OMol25 structures with the same formula, charge and spin: 281.8 kJ/mol
- HOMO energy: -8.617 eV
- Structure (SMILES): C/C=C/CCCC.O


[2]
The following is a DFT calculation (ωB97M-V/def2-TZVPD) of 2 unconnected molecules or ions with the total composition C23H26N2O2.

```
53
C23H26N2O2, DFT ωB97M-V/def2-TZVPD
C -3.8010 -2.6695 -0.8558
C -4.5065 -1.3629 -1.2779
C -3.4885 -0.2294 -1.0685
N -2.1635 -0.8627 -0.8626
C -1.0088 -0.2378 -1.2350
C 0.2012 -0.8973 -1.2429
C 1.2936 -0.5081 -1.9895
C 2.5066 -1.2542 -2.0572
C 3.3517 -1.1014 -3.1712
C 4.5105 -1.8295 -3.2795
C 4.8769 -2.7127 -2.2771
C 4.0728 -2.8651 -1.1599
C 2.8982 -2.1599 -1.0498
C -2.2995 -2.3493 -0.8307
H -4.1338 -2.9877 0.1395
H -4.0299 -3.4952 -1.5439
H -4.7986 -1.4176 -2.3340
H -5.4250 -1.1924 -0.7020
H -3.4311 0.4301 -1.9409
H -3.7236 0.3852 -0.1928
H -1.0825 0.7449 -1.6644
H 0.2455 -1.8391 -0.7297
H 1.1833 0.3415 -2.6403
H 3.0653 -0.4149 -3.9493
H 5.1404 -1.7022 -4.1442
H 5.8003 -3.2626 -2.3569
H 4.3823 -3.5191 -0.3611
H 2.3001 -2.2608 -0.1614
H -1.7954 -2.7583 0.0522
H -1.7958 -2.7542 -1.7147
C -3.0497 1.5583 3.3963
C -2.6847 2.7072 2.7298
C -1.3533 2.9710 2.4877
C -0.3690 2.0924 2.9107
C 1.0708 2.3572 2.5969
C 1.4902 1.7361 1.2545
C 2.9396 2.0884 0.8611
O 2.8447 2.7562 -0.3772
C 1.5091 2.7807 -0.7210
O 1.0731 3.2618 -1.7570
N 0.7015 2.2106 0.2069
C -0.7500 0.9326 3.5642
C -2.0817 0.6667 3.8046
H -4.0905 1.3518 3.5853
H -3.4380 3.3962 2.3863
H -1.0695 3.8511 1.9369
H 1.2289 3.4396 2.5402
H 1.7032 1.9881 3.4135
H 1.3480 0.6409 1.2949
H 3.4081 2.7643 1.5900
H 3.5803 1.2057 0.7260
H 0.0068 0.2295 3.8661
H -2.3633 -0.2443 4.3046
```

Summary:
- Energy above the lowest of the compared OMol25 structures with the same formula, charge and spin: 483.4 kJ/mol
- HOMO energy: -6.181 eV


[3]
The following is a DFT calculation (ωB97M-V/def2-TZVPD) of 12 unconnected molecules or ions with the total composition C7H34O11.

```
52
C7H34O11, DFT ωB97M-V/def2-TZVPD
C 3.4975 -0.5536 -0.4730
C 2.5499 -0.8521 -1.3363
C 2.2366 0.0988 -2.4976
C 0.9113 0.8130 -2.4103
C 0.1452 1.4690 -3.3273
C 0.4597 1.0062 -0.9088
C -0.1249 -0.2945 -0.1589
H 3.8455 -0.9209 0.4022
H 4.0366 0.4271 -0.6194
H 2.0973 -1.8242 -1.3590
H 3.0789 0.9176 -2.5602
H 2.3437 -0.5150 -3.3761
H 0.1987 1.4165 -4.3954
H -0.8266 1.7244 -2.9361
H 1.3334 1.3774 -0.3354
H 0.0172 2.0698 -0.8501
H -0.8426 -0.8499 -0.7706
H 0.6091 -0.9575 0.2132
H -0.7076 0.1082 0.6754
O 1.6835 4.0799 -1.2107
H 1.0497 3.9600 -0.4732
H 1.0175 4.0572 -1.8745
O -3.1251 -0.5327 2.2026
H -2.3240 -0.7047 2.6183
H -3.2243 -0.7290 1.2986
O -1.3704 -1.9806 -3.0144
H -2.1118 -2.4528 -3.5656
H -0.5053 -2.3607 -3.1995
O 2.0906 -2.9808 2.6978
H 2.5181 -3.0563 1.8329
H 2.1145 -2.0491 2.9624
O -0.7260 4.0630 1.5825
H -1.6025 3.7095 1.8628
H -0.0485 3.8014 2.2141
O -0.1423 -3.1427 1.2625
H -0.9120 -3.7203 1.6124
H -0.4610 -2.6876 0.4311
O -1.9770 1.6864 1.3891
H -1.0844 1.0474 1.3260
H -2.5519 1.0146 1.8232
O -0.8371 -1.2458 2.8773
H -0.7246 -2.2130 3.0746
H -0.1151 -0.8335 2.4483
O 2.0186 0.4530 2.8494
H 2.3744 1.3943 2.7593
H 1.8009 0.3361 3.7943
O -3.4697 0.8969 -1.0803
H -3.0397 1.5704 -1.5691
H -3.2563 1.1272 -0.1086
O -2.6329 -2.7530 -0.3557
H -3.0964 -1.9653 -0.2009
H -2.1885 -2.4496 -1.2433
```

Summary:
- Energy above the lowest of the compared OMol25 structures with the same formula, charge and spin: 501.0 kJ/mol
- HOMO energy: -9.461 eV
- Structure (SMILES): C=CCC(=C)CC.O.O.O.O.O.O.O.O.O.O.O


[4]
The following is a DFT calculation (ωB97M-V/def2-TZVPD) of a molecular structure, CHI2NO2.

```
7
CHI2NO2, DFT ωB97M-V/def2-TZVPD
C 0.0465 -0.3090 -0.7773
N -0.1545 0.6558 1.0265
O -1.2290 0.4855 1.4783
O 0.8351 1.2016 1.3520
I -1.4078 -1.7988 -0.8093
I 2.0950 -0.7447 -0.8212
H -0.1852 0.5097 -1.4491
```

Summary:
- Energy above the lowest of the compared OMol25 structures with the same formula, charge and spin: 85.4 kJ/mol
- HOMO energy (spin up / spin down): -9.437 / -9.438 eV


[5]
The following is a DFT calculation (ωB97M-V/def2-TZVPD) of 4 unconnected molecules or ions with the total composition C2H11NO3.

```
17
C2H11NO3, DFT ωB97M-V/def2-TZVPD
C 0.4272 -0.7656 -1.0701
N -0.2238 -0.9282 -0.0043
C -0.9365 0.1700 0.6014
H 1.3954 -1.2514 -1.1557
H 0.2999 0.0101 -1.8357
H -0.2034 0.9187 0.9231
H -1.3884 -0.1047 1.5442
H -1.6192 0.7422 -0.0322
O 2.5372 5.3592 -1.8141
H 3.3743 5.4271 -1.3429
H 2.2330 6.2745 -1.8575
O -2.9726 -1.8618 0.1579
H -2.3527 -1.9757 -0.5718
H -2.6090 -2.4763 0.8071
O 1.0184 -2.5614 1.9916
H 0.3280 -2.1582 1.4290
H 0.7297 -2.3852 2.8919
```

Summary:
- Energy above the lowest of the compared OMol25 structures with the same formula, charge and spin: 172.3 kJ/mol
- HOMO energy: -9.763 eV
- Structure (SMILES): C=NC.O.O.O


[6]
The following is a DFT calculation (ωB97M-V/def2-TZVPD) of a molecular structure, C36H44HgN4.

```
85
C36H44HgN4, DFT ωB97M-V/def2-TZVPD
Hg 1.4320 -0.3260 0.0611
C 1.4048 1.7618 3.2985
C 0.1937 2.6960 3.2967
C 0.1701 3.5388 4.5756
C 0.1431 3.5460 2.0420
C 0.6311 4.8392 2.0533
C 0.5038 5.6649 0.9508
C -0.1110 5.1788 -0.1846
C -0.5813 3.8768 -0.2615
C -1.1993 3.4681 -1.5854
C -0.0791 2.9498 -2.4950
C -2.3527 2.4676 -1.5167
C -0.4315 3.0308 0.8550
N -0.7545 1.6986 0.7840
C -1.8404 1.1960 1.3026
C -2.1834 -0.2085 1.2802
N -1.4305 -1.1506 0.7488
C -1.6990 -2.4797 0.9461
C -1.9776 -3.3449 -0.1347
C -2.2279 -4.6855 0.1133
C -2.1795 -5.2185 1.3857
C -1.8407 -4.3867 2.4372
C -1.6207 -3.0353 2.2504
C -1.2577 -2.1827 3.4497
C 0.1682 -2.5041 3.9083
C -2.2598 -2.3659 4.5931
C -1.9929 -2.9281 -1.5927
C -0.5903 -3.1721 -2.1635
C -2.4722 -1.5057 -1.8597
C -3.5070 -0.3435 1.8685
C -4.3949 -1.3843 2.0571
C -5.6196 -1.1248 2.6921
C -5.9940 0.1290 3.1216
C -5.1360 1.2327 2.8959
C -5.3687 2.5937 3.2068
C -4.4342 3.5456 2.8669
C -3.2229 3.2362 2.2255
C -2.9480 1.9163 1.9394
C -3.9190 0.9484 2.2791
H 1.4297 1.1755 4.2151
H 2.3334 2.3213 3.2109
H 1.3346 1.0720 2.4596
H -0.7020 2.0653 3.3149
H 1.1322 4.0143 4.7587
H -0.0533 2.9017 5.4300
H -0.5968 4.3096 4.5171
H 1.0962 5.2341 2.9432
H 0.8621 6.6835 0.9871
H -0.2446 5.8311 -1.0382
H -1.6091 4.3830 -2.0401
H 0.4573 2.1451 -1.9976
H 0.6279 3.7486 -2.7140
H -0.4737 2.5649 -3.4333
H -1.9920 1.4648 -1.3183
H -2.8748 2.4530 -2.4740
H -3.0605 2.7525 -0.7394
H -2.4773 -5.3275 -0.7220
H -2.3949 -6.2651 1.5533
H -1.7731 -4.8064 3.4315
H -1.2770 -1.1281 3.1616
H 0.2561 -3.5516 4.1940
H 0.4387 -1.8824 4.7616
H 0.8720 -2.3066 3.1005
H -2.2415 -3.3825 4.9819
H -3.2664 -2.1493 4.2418
H -2.0283 -1.6841 5.4100
H -2.6830 -3.6082 -2.1153
H 0.1262 -2.5159 -1.6686
H -0.5581 -2.9929 -3.2390
H -0.2902 -4.2026 -1.9752
H -1.7774 -0.7844 -1.4403
H -3.4494 -1.3505 -1.4058
H -2.5599 -1.3340 -2.9331
H -4.1638 -2.3851 1.7252
H -6.2916 -1.9589 2.8585
H -6.9423 0.2767 3.6233
H -6.2861 2.8815 3.7058
H -4.6364 4.5854 3.0958
H -2.5387 4.0312 1.9665
N 0.1911 -0.1889 -4.7539
N 0.8611 -0.0513 -3.5058
H -0.1881 -1.1289 -4.9010
H 0.8637 0.0044 -5.4910
H 1.4851 -0.8364 -3.2990
H 0.1485 -0.0100 -2.7819
```

Summary:
- Charge: -1
- HOMO energy (spin up / spin down): -2.670 / -4.544 eV
- Expectation value of S²: 0.77
- Spin multiplicity: 2


[7]
The following is a DFT calculation (ωB97M-V/def2-TZVPD) of a molecular structure, C30H77N3O22Pb2.

```
134
C30H77N3O22Pb2, DFT ωB97M-V/def2-TZVPD
Pb -4.2435 -1.4122 0.3322
Pb 3.4582 1.8153 1.4792
C 0.1158 -1.2114 2.1579
C -1.1861 -0.9692 1.5127
C -1.6676 0.4113 1.3448
O -2.8803 0.4614 0.9131
C -0.9541 1.5834 1.5905
C 0.3841 1.4211 2.0415
C 0.9716 -0.0403 2.2122
O 2.1569 -0.0483 2.5054
O 1.1388 2.2146 2.5794
O -1.9137 -1.8913 1.1174
H 0.5410 -2.2376 2.2829
H -1.4281 2.5607 1.4849
C -4.6152 -0.4619 3.6905
O -4.3690 -1.5211 2.7646
C -4.5239 -2.7716 3.4780
C -4.9774 -3.9277 2.5703
N -4.2476 -3.9074 1.3322
C -4.8055 -4.8426 0.4014
C -3.9030 -4.9459 -0.8585
O -3.4889 -3.6654 -1.2908
C -2.5519 -3.9492 -2.2705
H -5.6505 -0.6035 4.0072
H -4.4280 0.4980 3.2138
H -4.1218 -0.6040 4.6597
H -5.2676 -2.5768 4.3259
H -3.5336 -2.9149 3.9065
H -6.0753 -3.8045 2.3073
H -4.8116 -4.8922 3.0619
H -3.2017 -4.0007 1.4155
H -5.8679 -4.5258 0.1280
H -4.9684 -5.8976 0.7798
H -4.4895 -5.4449 -1.6514
H -3.0204 -5.5665 -0.5730
H -2.9847 -4.5273 -3.0610
H -1.6283 -4.4434 -1.9549
H -2.1910 -3.0037 -2.7127
C 7.1521 2.0632 0.6772
O 6.1149 1.8518 1.7097
C 6.7409 1.6450 2.9941
C 5.5984 1.3000 3.9617
N 4.4647 2.2218 3.7528
C 4.7112 3.6279 4.0446
C 3.4757 4.4590 3.5740
O 3.3867 4.3403 2.1644
C 2.1036 4.8094 1.6857
H 6.7144 2.4676 -0.2383
H 7.5842 1.1082 0.5394
H 7.8780 2.7150 1.0980
H 7.2187 2.5513 3.2157
H 7.5074 0.8478 2.9445
H 5.9490 1.2719 5.0201
H 5.3045 0.3125 3.6462
H 3.7131 1.8278 4.3729
H 5.6189 3.9949 3.5500
H 4.7800 3.5940 5.1478
H 3.5884 5.5237 3.8423
H 2.5647 4.0529 4.0953
H 1.9858 5.7799 1.9965
H 1.2310 4.3106 2.0501
H 2.1302 4.5769 0.6350
C 6.3005 1.5324 -3.4036
O 5.4066 0.9944 -2.3908
C 4.8543 -0.2830 -2.8169
C 3.5544 -0.1419 -3.6545
N 2.3761 0.3480 -2.9095
C 1.7269 -0.7399 -2.2106
C 0.3795 -0.4496 -1.6374
O -0.4864 -0.2194 -2.7104
C -1.8764 -0.3191 -2.3496
H 6.6601 2.4982 -3.0151
H 5.8332 1.8375 -4.3391
H 7.1629 0.7927 -3.6097
H 4.4644 -0.7477 -1.8807
H 5.5863 -0.9788 -3.2759
H 3.3301 -1.1126 -4.0764
H 3.7111 0.5979 -4.5042
H 1.7646 0.6992 -3.6233
H 2.3667 -1.1352 -1.4295
H 1.4545 -1.5760 -2.8387
H 0.3778 0.4209 -0.9823
H 0.0703 -1.3119 -1.0011
H -2.3799 -0.0535 -3.2801
H -2.0778 0.3688 -1.5551
H -2.0525 -1.3632 -2.1514
O 4.8025 -0.4836 1.1401
H 4.1935 -1.2487 0.9998
H 5.6231 -0.5814 0.7091
O -5.0313 1.3501 -0.7941
H -5.7902 1.6585 -1.3485
H -4.5642 2.1453 -0.5514
O -1.1203 -4.4082 1.1014
H -1.2455 -3.4834 1.3833
H -0.2520 -4.8041 1.4560
O 2.0258 2.3129 -0.6317
H 1.4155 2.8318 -1.1128
H 2.3742 1.7008 -1.2772
O -4.9279 4.7236 -2.0831
H -4.9853 5.6595 -2.3458
H -5.5607 4.2998 -2.6462
O -5.1177 -7.3350 3.3585
H -4.7179 -8.1589 3.0179
H -5.9919 -7.6481 3.7003
C -1.7064 4.0523 -1.9792
C -0.4253 3.4025 -2.2497
O 0.6708 4.2825 -2.0013
O -2.5522 2.9424 -1.9451
H -1.9676 4.7206 -2.8304
H -1.6594 4.5205 -0.9598
H -0.3411 3.1450 -3.3090
H -0.2565 2.5291 -1.6539
H 0.3069 5.1512 -2.0997
H -3.3985 3.3843 -1.6683
C -7.2737 2.4800 -3.9365
C -5.9408 2.1112 -4.4410
O -5.0407 3.1961 -4.4545
O -7.1873 2.9835 -2.6208
H -7.8873 1.6069 -4.0529
H -7.6489 3.2818 -4.5948
H -6.0409 1.6873 -5.4679
H -5.5724 1.2753 -3.8428
H -4.2064 2.7994 -4.6935
H -8.0230 2.8810 -2.2033
C 3.3145 -3.8145 1.3952
C 3.7886 -4.8880 0.3604
O 2.9720 -4.8242 -0.8026
O 3.0126 -2.5707 0.7078
H 4.0469 -3.5957 2.1346
H 2.4546 -4.2432 1.8735
H 3.7694 -5.8662 0.8006
H 4.8789 -4.7569 0.0512
H 3.4573 -4.7105 -1.5738
H 2.5315 -2.9625 -0.0761
```

Summary:
- Charge: +2
- HOMO energy: -12.061 eV


[8]
The following is a DFT calculation (ωB97M-V/def2-TZVPD) of C5H6O2 in the gas phase.

```
13
C5H6O2, DFT ωB97M-V/def2-TZVPD
C 2.3576 -0.9527 0.5541
C 1.4750 -0.8873 -0.3223
C 0.5345 0.0774 -0.9202
O 0.7698 0.3307 -2.0758
C -0.4064 0.3096 0.2657
C -1.7754 0.8028 -0.1218
O -0.5572 -1.0904 0.6514
H 3.4326 -0.8506 0.4138
H -0.0188 0.9427 1.0850
H -2.4374 0.8557 0.7507
H -2.1345 0.1357 -0.9132
H -1.6085 1.8051 -0.5299
H 0.3686 -1.4788 1.1624
```

Summary:
- Energy above the lowest of the compared OMol25 structures with the same formula, charge and spin: 450.3 kJ/mol
- HOMO energy: -10.244 eV
- Structure (SMILES): C#CC(=O)[C@@H](C)O


[9]
The following is a DFT calculation (ωB97M-V/def2-TZVPD) of a molecular structure, C28H53IN8O9.

```
99
C28H53IN8O9, DFT ωB97M-V/def2-TZVPD
C -1.3246 -0.9240 1.9622
C -0.3516 -1.5165 2.9081
O -0.3372 -1.2954 4.0916
O 0.6041 -2.3716 2.3811
C 1.5403 -1.7692 1.4844
C 2.6964 -2.7700 1.1888
C 2.6194 -3.7826 2.2742
N 2.5155 -4.5339 3.1414
O 3.9210 -2.1078 1.1628
C 4.4561 -1.6636 2.3966
C 5.3899 -0.4621 2.1312
N 5.1128 0.3009 0.9279
C 3.8503 1.0340 0.9235
C 3.9834 2.5086 0.4817
C 3.0082 2.8394 -0.6505
O 3.7310 3.3797 1.5902
C 2.6134 -3.5130 -0.1990
I 3.9098 -5.2840 -0.0798
C 3.2990 -2.6894 -1.1686
N 3.8216 -1.9390 -1.8716
C 1.2174 -4.0138 -0.6392
C 0.5209 -3.3240 -1.8200
O -0.0594 -4.0359 -2.6071
N 0.5483 -1.8936 -1.9531
C 1.0884 -1.5814 -3.2949
C -0.8318 -1.3606 -1.8885
H -2.0647 -0.3601 2.5068
H -1.7995 -1.7064 1.3847
H -0.7719 -0.2527 1.3137
H 1.0972 -1.4189 0.5529
H 2.0069 -0.9275 1.9886
H 5.0067 -2.4636 2.8899
H 3.6736 -1.3633 3.0954
H 5.3171 0.2250 2.9702
H 6.4231 -0.7965 2.0867
H 5.1816 -0.2833 0.1084
H 3.1300 0.5334 0.2739
H 3.4266 1.0267 1.9287
H 5.0080 2.6678 0.1699
H 2.0523 3.1319 -0.2158
H 2.8463 1.9940 -1.3112
H 3.3640 3.6766 -1.2423
H 2.8522 3.1660 1.9172
H 1.3090 -5.0346 -0.9820
H 0.5369 -4.0337 0.2122
H 1.2645 -0.5121 -3.3587
H 0.3753 -1.8501 -4.0748
H 2.0024 -2.1257 -3.4878
H -0.7836 -0.3958 -1.3951
H -1.2649 -1.1730 -2.8643
H -1.5090 -2.0178 -1.3568
C 4.6378 2.6862 -3.9087
O 5.0419 2.7267 -2.7621
N 4.3108 1.5592 -4.5648
C 3.8355 1.5746 -5.9321
C 4.4425 0.2855 -3.8681
H 4.5028 3.5969 -4.5184
H 2.8339 1.1432 -5.9930
H 4.5040 0.9980 -6.5750
H 3.7967 2.5986 -6.2981
H 3.8192 0.2794 -2.9809
H 5.4769 0.1390 -3.5574
H 4.1419 -0.5252 -4.5259
C -4.4473 -1.2731 3.9739
O -4.1958 -1.5158 2.8081
N -5.2519 -0.2751 4.3839
C -5.5149 -0.0233 5.7875
C -5.8712 0.5716 3.3796
H -4.0187 -1.8575 4.8036
H -6.5820 -0.1154 5.9978
H -5.1882 0.9815 6.0627
H -4.9750 -0.7441 6.3968
H -6.4938 -0.0260 2.7127
H -5.1068 1.0655 2.7759
H -6.4850 1.3223 3.8706
C -1.4836 2.4598 1.8235
O -1.2237 2.2126 0.6609
N -2.3053 3.4402 2.2346
C -2.5760 3.6797 3.6380
C -2.9353 4.2817 1.2293
H -1.0509 1.8807 2.6581
H -3.6432 3.5693 3.8442
H -2.2676 4.6881 3.9193
H -2.0263 2.9640 4.2460
H -3.5439 3.6763 0.5565
H -2.1775 4.7885 0.6323
H -3.5629 5.0201 1.7213
C -3.8588 -0.3309 -3.1934
O -3.0127 -0.3292 -4.0658
N -5.1834 -0.4211 -3.4083
C -6.1369 -0.4244 -2.3180
C -5.6601 -0.5215 -4.7779
H -3.5980 -0.2575 -2.1221
H -6.7162 -1.3498 -2.3205
H -6.8241 0.4202 -2.4093
H -5.6087 -0.3483 -1.3692
H -5.2425 -1.4059 -5.2591
H -5.3499 0.3523 -5.3511
H -6.7449 -0.5878 -4.7767
```

Summary:
- Energy above the lowest of the compared OMol25 structures with the same formula, charge and spin: 14.4 kJ/mol
- HOMO energy: -8.386 eV


| no. | electronic energy (Ha) |
| --- | --- |
| 1 | -351.44661 |
| 2 | -1151.93190 |
| 3 | -1114.55787 |
| 4 | -839.16869 |
| 5 | -363.20876 |
| 6 | -1770.70087 |
| 7 | -3393.92641 |
| 8 | -344.43041 |
| 9 | -2511.50906 |